[1]
A 2-piece molecular cluster, C25H47INO6S3 overall in a non-equilibrium geometry. Source: OMol25; level of theory: ωB97M-V/def2-TZVPD.

Properties
Charge: +1
Gap between HOMO and LUMO in Ha: 0.268
E_HOMO in eV: -11.80

Last column: Löwdin charge in e.
Geometry (Å):
C 2.83212 3.35439 1.90223  -0.147
C 4.28568 2.57937 1.90156  -0.242
C 4.10590 0.92911 1.92179  -0.211
C 4.68119 0.17768 0.58409  -0.206
C 3.55923 -0.18278 -0.55378  -0.193
C 2.18320 -0.88733 0.04631  -0.181
C 1.05747 0.30134 0.13140  -0.151
C -0.36636 -0.13278 0.81698  0.008
C -0.61156 0.40304 2.38194  0.086
C -2.00403 0.09421 3.18994  -0.069
C -2.37051 0.56192 4.71965  -0.269
C -2.38563 2.18834 4.95884  -0.710
C -0.85964 2.83002 4.88955  -0.191
I -3.08190 2.47253 7.05926  0.746
C -3.15478 -0.77902 2.35855  0.071
C -2.80041 -1.29331 0.80940  -0.111
C -4.01688 -2.14363 0.06455  -0.398
S -4.94862 -0.87050 -1.01346  0.773
C -4.68283 0.86581 -0.36067  -0.558
C -5.33704 2.02657 -1.37140  -0.165
N -1.46217 -0.96250 0.11548  -0.025
C -1.27710 -1.48806 -1.29256  -0.151
C -0.95222 -3.10972 -1.36787  -0.156
C -0.25273 -3.71936 -0.01468  -0.219
C -0.27606 -5.38384 0.05744  -0.184
S 1.33143 -5.91836 0.94220  0.824
O 1.12415 -7.19055 1.83000  -0.380
O 2.45545 -6.15765 -0.13874  -0.388
O 1.89755 -4.69425 2.03826  -0.251
H 2.89223 4.43646 2.36935  0.089
H 2.07134 2.64337 2.48441  0.052
H 2.46112 3.39282 0.79195  0.073
H 4.89958 2.97159 0.98581  0.106
H 4.87526 2.94088 2.87329  0.115
H 3.00736 0.65562 2.21777  0.079
H 4.78741 0.55745 2.82890  0.119
H 5.35759 -0.75644 0.88097  0.123
H 5.43831 0.94569 0.07200  0.118
H 4.05986 -0.98447 -1.28090  0.126
H 3.26207 0.72412 -1.25566  0.116
H 1.81625 -1.62847 -0.81415  0.109
H 2.37915 -1.45347 1.06651  0.134
H 1.48070 1.20824 0.73944  0.090
H 0.87547 0.67489 -0.97591  0.103
H 0.23705 1.01886 2.91400  0.084
H -1.68075 -0.02592 5.49392  0.141
H -3.47945 0.18768 4.95381  0.109
H -3.16719 2.75042 4.28612  0.097
H -0.82792 3.49058 3.91648  0.093
H -0.60945 3.45120 5.86942  0.064
H -0.12102 1.92072 4.88081  0.071
H -4.20568 -1.01111 2.87101  0.129
H -3.63734 -3.03825 -0.58727  0.081
H -4.83414 -2.52361 0.84074  0.103
H -3.54344 1.17785 -0.24949  0.082
H -5.24418 1.00477 0.66775  0.086
H -5.10282 3.06889 -0.84791  0.096
H -4.68082 2.01100 -2.35591  0.078
H -6.47955 1.86282 -1.56791  0.089
H -0.39850 -0.95465 -1.89178  0.134
H -2.24872 -1.31051 -1.94881  0.121
H -1.88443 -3.76603 -1.66089  0.112
H -0.16808 -3.25268 -2.24994  0.140
H -0.73102 -3.35382 0.99259  0.120
H 0.87764 -3.41824 0.00276  0.085
H -0.34220 -5.89426 -0.99343  0.138
H -1.13677 -5.66580 0.80074  0.123
H 2.76540 -4.98268 2.44826  0.111
O 1.11354 3.61697 -3.99872  -0.269
S 0.67154 2.23874 -3.99163  0.621
O 1.45582 1.18191 -3.39049  -0.313
O 0.27564 1.80015 -5.51008  -0.262
C 1.23724 1.97241 -6.54070  -0.271
C 2.29358 0.88437 -6.50001  -0.073
C -0.96722 2.17474 -3.30876  -0.126
H 1.69087 2.96770 -6.48807  0.120
H 0.70002 1.91262 -7.49308  0.128
H 2.91339 0.97201 -5.60265  0.070
H 2.95059 0.94961 -7.37189  0.086
H 1.82929 -0.10667 -6.47646  0.086
H -1.58211 2.93680 -3.79124  0.080
H -0.89466 2.37412 -2.23712  0.070
H -1.38074 1.17829 -3.47422  0.064

Atoms 1-2, force components in eV/Å:
C 0.2 -1.0 -0.3
C -0.3 0.7 0.7

=====

[2]
An isolated ion of composition C6H15IN2O3P and charge +1 in a non-equilibrium geometry. Source: OMol25; level of theory: ωB97M-V/def2-TZVPD.

Properties
Charge: +1
Gap between HOMO and LUMO in Ha: 0.372
E_HOMO in eV: -13.13

Last column: natural (NBO) charge in e.
Geometry (Å):
C 1.98345 2.01850 -0.06333  -0.643
C 0.91211 1.10526 -0.64366  -0.415
N -0.11527 0.60872 0.43078  -0.607
C -0.83073 -0.67907 0.16895  -0.315
C -0.50609 -1.47756 1.41600  0.601
O 0.27190 -0.96443 2.26827  -0.631
N -0.95926 -2.71867 1.50970  -0.083
C -0.92882 -3.57154 2.76637  -0.442
O -1.84378 -3.11875 0.52795  -0.525
P -0.14989 1.85436 -1.93901  1.755
C 0.85656 2.54117 -3.30259  -1.024
O -1.26349 0.96586 -2.25371  -1.067
I -1.03122 3.81940 -0.70170  -0.136
H 1.60830 3.03280 0.00882  0.240
H 2.94916 2.01672 -0.50984  0.254
H 2.11167 1.45184 0.92835  0.234
H 1.46187 0.13562 -0.94017  0.265
H -0.92306 1.33142 0.64611  0.459
H 0.33523 0.19505 1.37552  0.470
H -0.34125 -1.03952 -0.78488  0.274
H -1.95038 -0.49192 0.14133  0.278
H -1.86289 -3.64758 3.26090  0.226
H -0.63220 -4.56787 2.36740  0.222
H -0.18971 -2.87701 3.39069  0.276
H -1.97922 -4.06645 0.66906  0.493
H 0.96898 3.63861 -3.16338  0.281
H 1.81639 2.02955 -3.33824  0.264
H 0.23164 2.47546 -4.23568  0.297

Atoms 1-2, force components in eV/Å:
C -1.2 -1.5 2.5
C 0.3 -1.7 0.0

=====

[3]
A 2-piece molecular cluster, C3H11NO2Si overall in a non-equilibrium geometry. Source: OMol25; level of theory: ωB97M-V/def2-TZVPD.

Properties
Gap between HOMO and LUMO in Ha: 0.356
E_HOMO in eV: -9.51
Relative energy (zero: lowest compared OMol25 entry of this formula, charge and spin) in eV: 1.907

Last column: natural (NBO) charge in e.
Geometry (Å):
C 0.07957 0.63848 -2.52088  -1.198
Si 0.33928 0.94673 -0.69349  2.078
C 1.69353 2.33221 -0.56467  -1.136
O -0.98236 1.50414 0.18649  -1.138
O 0.95843 -0.48866 0.04552  -1.123
H -0.32927 -0.34379 -2.64507  0.244
H -0.83899 1.10061 -2.90934  0.250
H 0.92844 0.59779 -3.28653  0.255
H 2.19114 2.37246 0.46869  0.233
H 2.52193 2.23904 -1.26930  0.229
H 1.10773 3.25422 -0.74834  0.234
H -1.19944 0.83832 0.96926  0.488
H 0.53291 -1.12078 0.62170  0.504
C -2.31923 -0.61559 2.40144  0.035
N -1.19159 -0.36816 1.88181  -0.657
H -2.61640 -0.78531 3.48999  0.169
H -3.22760 -0.69330 1.73070  0.172
H -0.53744 -0.21655 2.62233  0.361

Atoms 1-2, force components in eV/Å:
C -0.3 -0.6 -1.1
Si 1.4 0.1 1.5

=====

[4]
A 2-piece molecular cluster, C2H4NP overall in a non-equilibrium geometry. Source: OMol25; level of theory: ωB97M-V/def2-TZVPD.

Properties
Gap between HOMO and LUMO (spin up / spin down) in Ha: 0.277 / 0.307
E_HOMO (spin up / spin down) in eV: -7.71 / -7.67
Relative energy (zero: lowest compared OMol25 entry of this formula, charge and spin) in eV: 5.170

Last column: natural (NBO) charge in e.
Geometry (Å):
C -0.13740 1.49058 -0.54809  -0.020
C 0.74869 0.85171 -1.25535  -0.040
N -0.46210 0.13886 -0.75980  -0.358
P 0.03111 -1.42613 1.32336  0.055
H -0.24609 2.36620 0.15263  0.238
H 1.57241 0.68155 -1.75692  0.213
H -0.34756 -2.60133 0.70740  -0.047
H -1.15906 -1.50144 2.13678  -0.040

Atoms 1-2, force components in eV/Å:
C 1.5 0.9 1.1
C -5.1 0.7 2.8

=====

[5]
C23H30F9IN4OSi2 as an isolated structure in a non-equilibrium geometry. Source: OMol25; level of theory: ωB97M-V/def2-TZVPD.

Properties
Gap between HOMO and LUMO in Ha: 0.304
E_HOMO in eV: -8.15

Last column: natural (NBO) charge in e.
Geometry (Å):
C 6.00121 3.26545 -0.92187  -0.611
C 4.90883 2.25469 -1.20748  -0.436
C 3.42104 2.72850 -1.22055  -0.829
I 3.25488 4.87390 -1.48761  0.121
Si 2.58108 1.81737 -2.63271  1.617
O 2.48563 0.17383 -2.41635  -1.219
Si 2.48125 -0.49850 -0.88029  1.218
C 0.81927 2.43288 -3.17609  0.287
F 0.79259 3.74696 -3.51433  -0.320
F 0.55690 1.73560 -4.32848  -0.329
C -0.39480 2.13012 -2.27157  0.577
F -1.51218 2.57959 -2.91529  -0.312
F -0.52927 0.79276 -2.11530  -0.298
C -0.41994 2.83115 -0.90455  0.555
F 0.41432 2.19984 -0.05563  -0.308
F -0.02679 4.10489 -1.00785  -0.286
C -1.83890 2.84498 -0.24962  0.929
F -2.44295 1.65719 -0.35935  -0.302
F -1.66312 3.09706 1.06688  -0.310
F -2.60922 3.81682 -0.74786  -0.292
H 6.91886 2.70487 -0.75153  0.213
H 5.82475 3.82894 -0.01640  0.218
H 6.21123 3.91761 -1.75757  0.216
H 5.14691 1.70941 -2.11703  0.204
H 4.96547 1.52295 -0.40809  0.220
H 2.99503 2.56589 -0.24115  0.253
H 3.42500 2.04526 -3.81714  -0.182
H 3.33312 0.22842 0.06970  -0.226
H 2.92802 -1.90039 -0.92407  -0.179
H 1.10076 -0.48463 -0.35865  -0.192
N -6.39234 0.16273 -0.31182  -0.505
C -7.07876 -0.90714 -0.81837  -0.087
C -6.23458 -1.58862 -1.65421  -0.309
C -4.98998 -0.90253 -1.64822  -0.293
C -5.11783 0.17225 -0.80958  -0.081
H -6.76666 0.83825 0.32629  0.409
H -8.10360 -1.08727 -0.54193  0.206
H -6.47863 -2.47817 -2.20954  0.222
H -4.10255 -1.16855 -2.19730  0.221
H -4.41264 0.93614 -0.52958  0.215
N 4.19919 3.10561 4.12074  -0.503
C 2.94948 3.19767 3.57453  -0.064
C 2.86860 2.28578 2.55745  -0.308
C 4.11797 1.61348 2.49012  -0.325
C 4.91891 2.14204 3.46961  -0.078
H 4.53730 3.66139 4.88335  0.414
H 2.22794 3.89978 3.95405  0.216
H 2.00866 2.11468 1.93180  0.225
H 4.39530 0.83138 1.80361  0.219
H 5.93255 1.91789 3.75694  0.209
N 5.24666 -1.75924 3.48049  -0.506
C 4.82796 -2.77582 4.29215  -0.075
C 4.77888 -3.91960 3.53842  -0.309
C 5.18266 -3.57697 2.21869  -0.295
C 5.46670 -2.23772 2.21980  -0.087
H 5.37031 -0.80337 3.75954  0.414
H 4.60045 -2.60038 5.32910  0.210
H 4.48279 -4.89265 3.89163  0.222
H 5.25364 -4.23619 1.37028  0.220
H 5.80397 -1.57987 1.43665  0.205
N -9.29072 -5.07021 -0.24365  -0.506
C -8.43187 -4.42356 -1.08973  -0.080
C -8.14315 -5.27426 -2.12240  -0.297
C -8.85917 -6.48051 -1.89120  -0.308
C -9.55825 -6.32289 -0.72520  -0.079
H -9.66578 -4.68524 0.60169  0.408
H -8.10210 -3.42212 -0.88405  0.212
H -7.49190 -5.05769 -2.95243  0.219
H -8.85966 -7.36155 -2.51020  0.220
H -10.21878 -6.99039 -0.19970  0.208

Atoms 1-2, force components in eV/Å:
C 0.5 -0.4 0.0
C -0.4 0.0 0.4

=====

[6]
A 8-piece molecular cluster, C7H28FN14O7 overall in a non-equilibrium geometry. Source: OMol25; level of theory: ωB97M-V/def2-TZVPD.

Properties
Charge: -1
Gap between HOMO and LUMO in Ha: 0.322
E_HOMO in eV: -6.81
Relative energy (zero: lowest compared OMol25 entry of this formula, charge and spin) in eV: 5.810

Last column: natural (NBO) charge in e.
Geometry (Å):
F -22.24641 -21.39023 -9.11635  -0.896
C -26.18593 -23.37727 -9.21681  0.722
O -26.77234 -23.96746 -8.36001  -0.688
N -25.06231 -22.91874 -9.10007  -0.790
N -26.69599 -22.74029 -10.21181  -0.833
H -24.58026 -23.39990 -8.35426  0.402
H -24.68089 -22.39675 -9.87605  0.400
H -27.70175 -22.82055 -10.25758  0.381
H -26.12222 -22.81349 -11.03978  0.388
C -20.45506 -17.73135 -10.66825  0.738
O -20.12964 -16.57696 -10.38040  -0.709
N -19.80622 -18.53710 -11.42156  -0.834
N -21.56145 -18.23620 -10.30017  -0.824
H -20.28797 -19.40743 -11.59633  0.402
H -18.95042 -18.08623 -11.71210  0.417
H -21.70585 -19.23395 -10.23898  0.390
H -22.26874 -17.61016 -9.94252  0.414
C -18.49438 -21.97319 -10.24984  0.752
O -17.56087 -22.43190 -10.84731  -0.688
N -19.75903 -22.21162 -10.61141  -0.874
N -18.43475 -21.27352 -9.20511  -0.827
H -19.83968 -22.88386 -11.36088  0.398
H -20.49079 -21.78299 -10.06287  0.411
H -17.46258 -21.05512 -9.03990  0.409
H -19.19486 -21.18049 -8.54657  0.405
C -20.63866 -18.25015 -7.01103  0.749
O -20.02729 -17.47468 -6.26259  -0.696
N -20.13141 -19.20550 -7.69594  -0.842
N -21.89327 -18.06653 -7.25378  -0.845
H -20.79414 -19.86688 -8.07471  0.402
H -19.13014 -19.26511 -7.81430  0.409
H -22.32735 -17.20285 -6.96096  0.403
H -22.49208 -18.87980 -7.26408  0.397
C -24.07468 -22.11635 -12.33913  0.742
O -24.98512 -21.36633 -12.06099  -0.686
N -23.97891 -22.68978 -13.53403  -0.838
N -22.99367 -22.29813 -11.69488  -0.822
H -23.15548 -23.25232 -13.69407  0.370
H -24.67344 -22.50410 -14.24342  0.409
H -22.31225 -22.90010 -12.13467  0.371
H -22.79542 -21.70141 -10.90448  0.449
C -24.58000 -20.04713 -6.94263  0.766
O -25.53255 -19.83283 -6.26797  -0.655
N -23.44637 -20.67695 -6.59923  -0.885
N -24.50755 -19.54151 -8.18118  -0.864
H -23.34853 -20.89887 -5.61878  0.409
H -22.79774 -20.89599 -7.34178  0.423
H -25.39484 -19.25485 -8.56930  0.400
H -23.93671 -20.16464 -8.73430  0.399
C -21.92023 -24.67953 -8.63134  0.741
O -21.97963 -25.83507 -8.50590  -0.691
N -21.99732 -23.89970 -7.59492  -0.855
N -21.72923 -24.13037 -9.76593  -0.841
H -22.02592 -22.92904 -7.87256  0.398
H -22.00086 -24.14234 -6.61450  0.410
H -21.61681 -23.12721 -9.73231  0.411
H -21.71746 -24.70777 -10.59452  0.396

Atoms 1-2, force components in eV/Å:
F 0.5 0.4 -0.1
C -5.2 -0.5 1.8

=====

[7]
A 2-piece molecular cluster, C4H13N4 overall in a non-equilibrium geometry. Source: OMol25; level of theory: ωB97M-V/def2-TZVPD.

Properties
Charge: +1
Gap between HOMO and LUMO (spin up / spin down) in Ha: 0.219 / 0.271
E_HOMO (spin up / spin down) in eV: -11.52 / -12.29
Relative energy (zero: lowest compared OMol25 entry of this formula, charge and spin) in eV: 5.976

Last column: natural (NBO) charge in e.
Geometry (Å):
C -2.24984 -0.00151 -0.10769  0.319
C 2.43530 -0.17813 -1.09331  -0.564
C 1.35794 1.19559 0.60946  -0.627
C 1.09208 0.15370 -0.44451  -0.155
N -2.99319 -1.05507 -0.47581  -0.788
N -2.62320 1.26623 -0.08704  -0.791
N 0.38777 -1.00406 -0.07015  0.062
N 0.45859 -1.46881 1.16136  -0.426
H 2.95512 0.67306 -1.08382  0.230
H 2.89626 -0.76688 -0.41951  0.199
H 2.47043 -0.72544 -1.98472  0.239
H 2.12308 0.62936 1.37352  0.184
H 0.47682 1.60662 1.27230  0.238
H 1.78821 2.12836 0.29999  0.251
H 0.57219 0.72446 -1.15769  0.242
H -4.02993 -1.14803 -0.58370  0.383
H -3.62241 1.51496 0.02748  0.382
H -2.02838 2.05273 -0.13940  0.414
H 1.21258 -1.27006 1.84996  0.401
H -2.68731 -1.98916 -0.35079  0.401
H 0.00790 -2.33794 1.40406  0.407

Atoms 1-2, force components in eV/Å:
C 2.0 -0.9 -1.1
C -2.7 -1.6 0.2